Entry 1:
{
  "formula": "C2H6S2",
  "method": "the ωB97M-V functional and the def2-TZVPD basis",
  "symbols": ["S", "S", "H", "H", "C", "C", "H", "H", "H", "H"],
  "coordinates": [[-0.049, -1.600, -0.605], [-1.326, -0.448, 0.547], [0.824, -0.615, -0.771], [-0.720, -0.599, 1.725], [1.798, 1.773, -0.401], [0.921, 2.468, 0.350], [2.683, 1.296, 0.005], [1.855, 1.892, -1.507], [0.968, 2.466, 1.430], [0.051, 2.958, -0.048]],
  "relative_energy_kj_mol": 252.9,
  "molar_mass_g_mol": 94.2,
  "charge": 1,
  "orbital_gap_ev": [9.3, 4.5],
  "e_lumo_ev": [-5.40, -9.70],
  "multiplicity": 2,
  "s_squared": 0.756,
  "homo_energy_ev": [-14.71, -14.24],
  "energy_ev": -23831.040
}

***

Entry 2:
{
  "formula": "C18H21BrN2O4",
  "method": "the ωB97M-V functional and the def2-TZVPD basis",
  "symbols": ["C", "O", "C", "C", "C", "C", "N", "C", "C", "O", "C", "C", "C", "O", "C", "C", "O", "N", "C", "C", "C", "C", "Br", "C", "C", "H", "H", "H", "H", "H", "H", "H", "H", "H", "H", "H", "H", "H", "H", "H", "H", "H", "H", "H", "H", "H"],
  "coordinates": [[-2.019, -1.470, -1.565], [-1.330, -0.262, -1.787], [-2.034, 0.906, -1.690], [-3.366, 1.003, -1.317], [-3.998, 2.239, -1.235], [-5.432, 2.340, -0.771], [-5.566, 2.774, 0.612], [-5.012, 1.853, 1.591], [-5.421, 2.333, 2.984], [-6.817, 2.395, 3.111], [-3.278, 3.389, -1.521], [-1.950, 3.309, -1.901], [-1.320, 2.080, -1.992], [-0.025, 1.934, -2.436], [0.977, 2.721, -1.831], [1.892, 1.897, -0.908], [2.747, 2.436, -0.242], [1.626, 0.572, -0.964], [2.284, -0.480, -0.332], [3.334, -0.286, 0.563], [3.951, -1.373, 1.152], [3.521, -2.653, 0.849], [4.373, -4.152, 1.662], [2.479, -2.865, -0.039], [1.865, -1.777, -0.627], [-2.375, -1.544, -0.532], [-2.862, -1.582, -2.253], [-1.299, -2.265, -1.753], [-3.933, 0.116, -1.082], [-5.970, 3.065, -1.389], [-5.929, 1.371, -0.863], [-5.131, 3.686, 0.724], [-5.456, 0.870, 1.408], [-3.916, 1.758, 1.536], [-4.976, 3.323, 3.172], [-5.063, 1.641, 3.749], [-7.153, 2.782, 2.291], [-3.759, 4.354, -1.465], [-1.405, 4.207, -2.149], [1.606, 3.143, -2.623], [0.565, 3.547, -1.245], [0.848, 0.313, -1.568], [3.664, 0.715, 0.790], [4.765, -1.223, 1.844], [2.155, -3.868, -0.269], [1.058, -1.927, -1.327]],
  "relative_energy_kj_mol": 0.1,
  "molar_mass_g_mol": 409.3,
  "orbital_gap_ev": 8.9,
  "e_lumo_ev": 0.46,
  "multiplicity": 1,
  "homo_energy_ev": -8.47,
  "smiles": "COc1cc(CNCCO)ccc1OCC(=O)Nc1ccc(Br)cc1",
  "energy_ev": -100219.208
}

***

Entry 3:
{
  "formula": "C24H28BN10NaS2",
  "method": "the ωB97M-V functional and the def2-TZVPD basis",
  "symbols": ["Na", "C", "C", "C", "C", "N", "N", "B", "N", "C", "C", "C", "C", "N", "N", "C", "C", "C", "C", "N", "N", "C", "C", "C", "C", "N", "H", "H", "H", "H", "H", "H", "H", "H", "H", "H", "H", "H", "H", "H", "H", "H", "H", "H", "H", "H", "C", "C", "N", "C", "C", "S", "C", "C", "S", "C", "N", "C", "H", "H", "H", "H", "H", "H", "H", "H"],
  "coordinates": [[0.019, 0.097, 0.011], [-1.798, -2.241, -2.397], [-1.825, -2.583, -0.937], [-2.627, -3.527, -0.274], [-2.168, -3.521, 1.023], [-1.169, -2.615, 1.113], [-0.971, -2.020, -0.093], [-0.261, -2.189, 2.311], [-0.761, -0.794, 2.848], [-1.460, -0.565, 3.974], [-1.754, 0.779, 4.037], [-1.192, 1.314, 2.871], [-1.228, 2.747, 2.425], [-0.602, 0.360, 2.154], [1.239, -2.118, 1.837], [2.267, -2.901, 2.240], [3.353, -2.643, 1.438], [2.886, -1.696, 0.509], [3.593, -1.136, -0.689], [1.624, -1.376, 0.767], [-0.323, -3.148, 3.500], [0.310, -2.939, 4.683], [0.015, -3.991, 5.507], [-0.834, -4.819, 4.740], [-1.474, -6.116, 5.136], [-1.036, -4.303, 3.540], [-2.785, -2.362, -2.849], [-1.115, -2.897, -2.939], [-1.457, -1.214, -2.559], [-3.400, -4.154, -0.690], [-2.451, -4.117, 1.874], [-1.708, -1.363, 4.656], [-2.288, 1.301, 4.816], [-1.595, 3.380, 3.231], [-1.896, 2.885, 1.568], [-0.234, 3.104, 2.143], [2.164, -3.603, 3.050], [4.328, -3.100, 1.488], [4.667, -1.070, -0.513], [3.218, -0.142, -0.943], [3.442, -1.774, -1.562], [0.917, -2.062, 4.845], [0.359, -4.154, 6.517], [-1.163, -6.407, 6.137], [-1.200, -6.911, 4.442], [-2.561, -6.032, 5.126], [3.133, 1.881, 1.166], [2.189, 2.622, 0.298], [1.068, 2.160, -0.151], [0.361, 3.124, -0.832], [1.016, 4.363, -0.953], [2.493, 4.306, -0.170], [-0.964, 2.839, -1.218], [-1.865, 3.728, -1.833], [-3.382, 3.027, -1.924], [-2.765, 1.567, -1.138], [-1.501, 1.623, -0.870], [-3.656, 0.431, -0.795], [2.728, 0.890, 1.373], [3.275, 2.422, 2.105], [4.111, 1.786, 0.687], [0.668, 5.266, -1.432], [-1.686, 4.732, -2.188], [-4.705, 0.721, -0.806], [-3.380, 0.047, 0.188], [-3.509, -0.382, -1.510]],
  "relative_energy_kj_mol": 28.6,
  "molar_mass_g_mol": 554.5,
  "charge": 1,
  "orbital_gap_ev": [5.8, 3.0],
  "e_lumo_ev": [-4.62, -7.44],
  "multiplicity": 2,
  "s_squared": 0.775,
  "homo_energy_ev": [-10.46, -10.46],
  "energy_ev": -67004.152
}